{
  "formula": "C21H16BrClO",
  "method": "ωB97M-V/def2-TZVPD",
  "species": ["C", "C", "C", "O", "C", "C", "C", "C", "Cl", "C", "C", "C", "C", "C", "C", "C", "C", "C", "C", "Br", "C", "C", "C", "C", "H", "H", "H", "H", "H", "H", "H", "H", "H", "H", "H", "H", "H", "H", "H", "H"],
  "xyz": [[0.92266, -3.57512, -1.22114], [0.55208, -2.59040, -2.05682], [1.24848, -1.21804, -1.84302], [2.56170, -1.20313, -2.34465], [0.46497, -0.20936, -2.75967], [-0.17462, 0.98854, -2.27554], [-1.01588, 1.84432, -2.97347], [-1.06216, 1.53382, -4.33559], [-2.08747, 2.57246, -5.40509], [-0.44471, 0.41617, -4.93438], [0.31112, -0.44522, -4.09824], [1.23348, -0.75535, -0.38180], [2.35325, -0.35554, 0.23255], [2.35583, -0.09208, 1.59706], [1.19126, -0.28631, 2.49337], [1.20876, -0.12451, 3.96966], [0.58479, -1.14732, 4.67038], [0.51389, -1.07110, 6.01813], [1.04002, 0.00407, 6.68518], [0.58606, 0.11625, 8.45913], [1.67007, 1.05771, 6.01001], [1.79160, 0.92829, 4.63401], [-0.00297, -0.67215, 1.81187], [0.03471, -0.78202, 0.42568], [0.40472, -4.56348, -1.22540], [1.87374, -3.37913, -0.64168], [-0.27572, -2.69490, -2.78714], [2.60455, -1.16662, -3.30726], [0.05128, 1.17726, -1.21126], [-1.55188, 2.62502, -2.46006], [-0.64721, 0.31872, -5.96049], [0.77450, -1.29107, -4.54364], [3.33751, -0.29740, -0.29030], [3.13297, 0.40284, 2.09645], [0.20056, -2.08342, 4.21995], [0.05474, -1.92555, 6.59167], [2.33103, 1.72944, 6.43165], [2.41696, 1.64868, 4.26937], [-0.96478, -0.85313, 2.28584], [-0.90214, -1.09729, -0.06740]],
  "mulliken_charge": [-0.65, -0.74, 1.67, -0.54, 0.11, -0.03, -1.04, 0.48, -0.24, -1.32, -0.25, -0.40, -0.20, -0.78, 0.61, 0.36, -0.52, -0.45, 0.30, -0.18, -0.70, -0.45, -1.19, 0.04, 0.31, 0.21, 0.33, 0.45, 0.33, 0.44, 0.46, 0.49, 0.37, 0.39, 0.37, 0.31, 0.42, 0.46, 0.42, 0.36],
  "molar_mass_g_mol": 399.7,
  "e_tot_ev": -106646.65633,
  "gap_ev": 8.8,
  "charge": 0,
  "spin_multiplicity": 1,
  "e_above_lowest_kcal_mol": 39.8
}

{
  "formula": "C21H16Cl3N6O2S2Se2Sr",
  "method": "ωB97M-V/def2-TZVPD",
  "species": ["Sr", "Se", "Se", "C", "C", "C", "C", "C", "N", "C", "C", "C", "C", "C", "N", "H", "H", "H", "H", "H", "H", "H", "H", "Cl", "C", "Cl", "Cl", "C", "N", "N", "C", "C", "C", "C", "C", "C", "S", "O", "O", "N", "C", "S", "C", "C", "N", "H", "H", "H", "H", "H", "H", "H", "H"],
  "xyz": [[0.69765, 1.03224, -0.30805], [2.69895, 4.10216, -1.75798], [3.66257, 2.99708, 0.07885], [4.14227, 1.35794, -0.82591], [5.48010, 1.03493, -0.96913], [5.79818, -0.16795, -1.58613], [4.77545, -0.98135, -2.04172], [3.46524, -0.57018, -1.85531], [3.15211, 0.57855, -1.25327], [0.98444, 4.54016, -0.99550], [0.44112, 5.78223, -1.29340], [-0.79638, 6.10082, -0.76046], [-1.42689, 5.18558, 0.07190], [-0.80486, 3.97601, 0.30732], [0.37502, 3.64443, -0.23389], [6.24662, 1.70854, -0.61408], [6.83292, -0.45593, -1.71394], [4.97939, -1.92331, -2.52987], [2.63192, -1.18083, -2.18332], [0.98653, 6.48363, -1.90945], [-1.24979, 7.05920, -0.97435], [-2.37996, 5.40073, 0.53302], [-1.26612, 3.23077, 0.94828], [-4.92895, 1.41664, -0.62067], [-4.02970, 1.05537, -2.10085], [-4.70021, 1.95315, -3.47102], [-4.04391, -0.68090, -2.43131], [-2.64717, 1.47200, -1.90378], [-1.55802, 1.79032, -1.76075], [-2.73124, -5.04188, 4.90305], [-2.16071, -4.11980, 4.07474], [-2.68455, -2.82053, 3.98599], [-2.08835, -1.88077, 3.17468], [-0.96003, -2.22069, 2.43910], [-0.42520, -3.50015, 2.51110], [-1.02114, -4.44180, 3.32202], [-0.24604, -1.02539, 1.39009], [-0.24813, 0.26959, 2.06770], [1.09081, -1.44305, 0.99153], [-1.12094, -0.78861, 0.09016], [-0.79985, -1.44892, -1.05481], [-1.22067, -3.09817, -1.33046], [-0.49899, -3.00897, -2.89409], [0.00620, -1.76813, -3.08304], [-0.17702, -0.86349, -2.06120], [-3.62018, -4.85121, 5.32715], [-2.44268, -6.00160, 4.86143], [-3.55695, -2.55362, 4.56878], [-2.48910, -0.87718, 3.11876], [0.46139, -3.74479, 1.94126], [-0.60048, -5.43700, 3.38930], [-0.47647, -3.83267, -3.58591], [0.49181, -1.44318, -3.99259]],
  "mulliken_charge": [1.89, 0.02, -0.04, 0.05, -0.56, -0.23, -0.82, -0.15, 0.13, 0.16, -0.56, -0.35, -0.67, -0.41, 0.04, 0.41, 0.42, 0.43, 0.32, 0.38, 0.42, 0.45, 0.51, -0.09, 0.70, -0.09, -0.06, -0.36, -0.10, -0.48, 1.09, -0.85, -0.54, -0.44, -0.27, -0.80, 1.11, -0.68, -0.57, -0.22, 0.40, -0.14, -0.27, -0.89, -0.15, 0.20, 0.20, 0.29, 0.47, 0.49, 0.30, 0.48, 0.45],
  "molar_mass_g_mol": 800.4,
  "e_tot_ev": -225835.60688,
  "gap_ev": 7.1,
  "charge": 1,
  "spin_multiplicity": 1,
  "e_above_lowest_kcal_mol": 8.0
}

{
  "formula": "C21H16F3N6O6SW",
  "method": "ωB97M-V/def2-TZVPD",
  "species": ["W", "N", "C", "S", "N", "N", "C", "C", "C", "C", "C", "C", "C", "C", "C", "C", "C", "C", "N", "H", "H", "H", "H", "H", "H", "H", "H", "H", "H", "H", "C", "C", "N", "C", "C", "N", "C", "O", "O", "C", "O", "O", "H", "H", "H", "H", "H", "F", "C", "F", "F", "C", "O", "O"],
  "xyz": [[-1.01388, 0.41609, -0.18760], [-0.86863, -1.52500, 3.76836], [-0.79453, -1.27588, 2.45270], [-2.21233, -0.60571, 1.65850], [0.30498, -1.54815, 1.80831], [0.14015, -1.26363, 0.47365], [0.67106, -2.04160, -0.41279], [1.53362, -3.19414, -0.09676], [1.17994, -4.46523, -0.54523], [1.98449, -5.55156, -0.24057], [3.15098, -5.36839, 0.48822], [3.50853, -4.10049, 0.92753], [2.69685, -3.01453, 0.64776], [0.24191, -1.75762, -1.78790], [0.76092, -2.37825, -2.90911], [0.20465, -2.09775, -4.14863], [-0.85558, -1.20843, -4.23653], [-1.30537, -0.59186, -3.08660], [-0.76716, -0.85497, -1.88671], [-1.73993, -1.40979, 4.25389], [-0.14230, -2.07621, 4.19580], [0.26739, -4.60961, -1.11090], [1.70056, -6.54051, -0.57376], [3.78282, -6.21632, 0.71592], [4.41871, -3.95949, 1.49441], [2.95931, -2.02705, 1.00258], [1.58300, -3.07092, -2.80455], [0.59547, -2.57316, -5.03790], [-1.32309, -0.97893, -5.18269], [-2.10545, 0.13707, -3.09754], [0.87495, 2.45929, 2.59238], [-0.38375, 2.89312, 1.93775], [-1.08738, 2.20203, 1.05288], [-2.20916, 2.94030, 0.74586], [-2.18459, 4.10107, 1.44939], [-1.02925, 4.04713, 2.18515], [-3.06681, 5.29960, 1.55586], [-4.18387, 5.28050, 0.86319], [-2.72860, 6.19445, 2.28385], [-3.17826, 2.36177, -0.21166], [-4.18131, 2.94417, -0.55050], [-2.82017, 1.16366, -0.64053], [1.38780, 1.73294, 1.96578], [0.65426, 1.99229, 3.55371], [1.53489, 3.30804, 2.76473], [-0.75040, 4.79289, 2.80983], [-4.30480, 4.44790, 0.34578], [2.43257, 3.41404, -0.79894], [1.74477, 2.92875, -1.83402], [2.58170, 2.27380, -2.63937], [1.18785, 3.92777, -2.49795], [0.67131, 1.95778, -1.31676], [-0.51311, 2.00868, -1.69895], [0.99425, 1.08003, -0.45933]],
  "lowdin_spin": [1.57, 0.01, 0.02, 0.05, 0.01, -0.01, 0.05, 0.00, 0.00, 0.00, 0.00, 0.00, 0.00, 0.03, 0.01, 0.04, 0.00, 0.04, 0.02, 0.00, 0.00, 0.00, 0.00, 0.00, 0.00, 0.00, 0.00, 0.00, 0.00, 0.00, 0.00, 0.01, 0.02, 0.01, 0.00, 0.01, 0.00, 0.00, 0.00, 0.01, 0.01, 0.05, 0.00, 0.00, 0.00, 0.00, 0.00, 0.00, 0.00, 0.00, 0.00, 0.02, 0.01, 0.02],
  "molar_mass_g_mol": 721.3,
  "e_tot_ev": -64074.96573,
  "gap_ev": [7.1, 7.2],
  "charge": 1,
  "s2": 2.02,
  "spin_multiplicity": 3,
  "e_above_lowest_kcal_mol": 0.0
}

{
  "formula": "C21H16F9N2O7PS3Sn",
  "method": "ωB97M-V/def2-TZVPD",
  "species": ["Sn", "F", "C", "F", "F", "S", "O", "O", "N", "S", "O", "O", "C", "F", "F", "F", "N", "C", "C", "C", "C", "C", "C", "P", "C", "C", "C", "C", "C", "C", "C", "C", "C", "C", "C", "C", "H", "H", "H", "H", "H", "H", "H", "H", "H", "H", "H", "H", "H", "H", "H", "H", "F", "C", "F", "F", "S", "O", "O", "O"],
  "xyz": [[-2.43134, 1.09504, -0.22410], [-2.97670, 0.90622, 4.58597], [-2.15880, 1.23645, 3.61865], [-1.03376, 1.73578, 4.09790], [-2.73444, 2.13342, 2.81194], [-1.72049, -0.24709, 2.60210], [-0.90802, 0.34441, 1.49597], [-1.04517, -1.20222, 3.41346], [-3.16936, -0.60282, 2.07110], [-3.33252, -1.73009, 0.95980], [-4.19335, -1.25437, -0.09411], [-2.04085, -2.22939, 0.51449], [-4.20998, -3.14792, 1.81691], [-4.85680, -2.70131, 2.87094], [-5.04189, -3.69237, 0.95542], [-3.29354, -4.03043, 2.18587], [-1.41607, -0.49799, -1.86824], [-0.28086, -0.05586, -2.59742], [-0.44906, 0.34726, -3.90783], [0.58706, 0.95413, -4.60568], [1.82982, 1.16116, -4.01480], [2.03124, 0.76757, -2.71450], [0.99163, 0.12894, -1.99434], [1.38567, -0.35344, -0.38140], [2.50957, 0.59632, 0.48737], [2.52143, 1.99806, 0.28093], [3.47804, 2.75501, 0.91557], [4.41056, 2.13696, 1.74931], [4.41063, 0.75326, 1.94481], [3.46019, -0.02748, 1.33359], [1.12249, -1.98430, 0.05496], [1.14206, -2.36869, 1.41546], [0.93992, -3.68924, 1.73965], [0.71019, -4.62065, 0.72797], [0.70240, -4.25059, -0.62041], [0.88679, -2.93590, -0.96877], [-2.22230, -0.62481, -2.47965], [-1.30428, -1.34740, -1.30717], [-1.41671, 0.23196, -4.38040], [0.41447, 1.28745, -5.62042], [2.62989, 1.63320, -4.56668], [3.00020, 0.90687, -2.25384], [1.77075, 2.46239, -0.34501], [3.49880, 3.82655, 0.77424], [5.15058, 2.74183, 2.25753], [5.16217, 0.29367, 2.57153], [3.47105, -1.10066, 1.46551], [1.26519, -1.62772, 2.19301], [0.93070, -3.99362, 2.77674], [0.52593, -5.65422, 0.99194], [0.55542, -4.99894, -1.38672], [0.90267, -2.64358, -2.01154], [-0.57567, 5.24620, -0.13113], [-1.56690, 4.66209, -0.77796], [-2.12738, 5.49125, -1.62481], [-2.47910, 4.22967, 0.10604], [-0.92558, 3.17043, -1.65577], [0.11939, 3.54807, -2.54255], [-0.48149, 2.30660, -0.50397], [-2.12451, 2.52487, -2.20742]],
  "mulliken_charge": [1.13, -0.17, 0.59, -0.17, -0.21, 1.27, -0.55, -0.61, -0.60, 0.98, -0.66, -0.53, 0.48, -0.19, -0.18, -0.17, -0.03, 0.28, -0.55, -0.67, -0.92, -0.79, 0.82, 0.77, 1.03, -0.17, -0.94, -0.48, -0.87, -0.57, 1.13, -0.49, -1.11, -0.50, -0.84, -0.39, 0.41, 0.02, 0.44, 0.46, 0.50, 0.58, 0.35, 0.50, 0.45, 0.48, 0.56, 0.65, 0.47, 0.47, 0.50, 0.50, -0.19, 0.67, -0.17, -0.23, 1.39, -0.58, -0.62, -0.75],
  "molar_mass_g_mol": 825.2,
  "e_tot_ev": -111415.85932,
  "gap_ev": 6.1,
  "charge": 2,
  "spin_multiplicity": 1
}